1.
Here is a structure of composition C46H35F5N2O5PbS5 from the Open Molecules 2025 dataset. Energies are from ωB97M-V/def2-TZVPD.

```
99
C46H35F5N2O5PbS5 | the Open Molecules 2025 dataset | ωB97M-V/def2-TZVPD
Pb 2.4769 -0.5082 0.3462
C -2.7211 7.0664 -0.1470
C -2.3111 5.6296 0.0579
C -3.2659 4.6215 0.1645
C -2.8843 3.3099 0.4057
C -1.5405 3.0053 0.5269
C -0.5701 3.9898 0.4178
C -0.9642 5.2984 0.1784
S -1.0978 1.2970 0.9490
O -2.3159 0.7506 1.5999
C -1.0581 0.7186 -0.7771
C -0.1331 1.3961 -1.6055
C -0.0891 1.1450 -2.9385
C -0.9438 0.1758 -3.5101
C -0.9782 -0.0471 -4.9060
C -1.8113 -0.9851 -5.4444
C -2.6220 -1.7741 -4.6034
C -2.6009 -1.5888 -3.2497
C -1.7937 -0.5787 -2.6671
C -1.8583 -0.2898 -1.2633
C -2.8614 -1.0562 -0.4546
C -4.2355 -0.6583 -0.5197
C -4.6569 0.4671 -1.2710
C -5.9805 0.8050 -1.3505
C -6.9491 0.0464 -0.6634
C -6.5688 -1.0336 0.0827
C -5.2103 -1.4206 0.1699
C -4.8027 -2.5600 0.9067
C -3.4945 -2.9303 0.9349
C -2.5123 -2.1802 0.2550
S -0.7769 -2.8187 0.1100
O -1.0063 -4.1525 -0.5045
C -0.6496 -3.1201 1.8836
C -0.3044 -4.3918 2.3046
C -0.0578 -4.6224 3.6477
C -0.1673 -3.5976 4.5830
C 0.1579 -3.8519 6.0337
C -0.5619 -2.3380 4.1439
C -0.7830 -2.0898 2.7974
H -3.7591 7.1323 -0.4740
H -2.0893 7.5493 -0.8938
H -2.6212 7.6250 0.7865
H -4.3174 4.8671 0.0629
H -3.6153 2.5171 0.5152
H 0.4817 3.7425 0.5228
H -0.2123 6.0757 0.0973
H 0.5309 2.1339 -1.1708
H 0.6078 1.6764 -3.5748
H -0.3295 0.5470 -5.5391
H -1.8417 -1.1348 -6.5171
H -3.2654 -2.5300 -5.0370
H -3.2005 -2.2150 -2.6020
H -3.9136 1.0546 -1.7948
H -6.2884 1.6525 -1.9515
H -7.9934 0.3291 -0.7269
H -7.3124 -1.6162 0.6161
H -5.5525 -3.1322 1.4422
H -3.1767 -3.8130 1.4783
H -0.2070 -5.1747 1.5630
H 0.2448 -5.6127 3.9705
H 1.1861 -4.2050 6.1328
H -0.5024 -4.6164 6.4509
H 0.0492 -2.9446 6.6285
H -0.6962 -1.5334 4.8577
H -1.0823 -1.1020 2.4730
F 9.3611 2.9424 0.7566
C 8.0374 2.7601 0.6078
C 7.5436 1.5886 0.0677
F 8.4104 0.6445 -0.3278
C 6.1827 1.3997 -0.0861
F 5.7852 0.2843 -0.6935
C 5.2402 2.3500 0.3267
S 3.5256 2.1563 0.1952
C 5.7863 3.5327 0.8476
F 4.9769 4.5316 1.2271
C 7.1436 3.7438 0.9796
F 7.6070 4.9086 1.4708
N 2.4496 -0.6204 5.2568
N 2.7993 0.4130 4.3297
H 2.4366 -1.5297 4.8010
H 1.5078 -0.4283 5.5643
H 2.3392 0.2740 3.4338
H 3.7905 0.3263 4.1522
O 3.4947 -3.9442 -0.7693
S 2.9836 -3.5628 0.5265
O 2.8983 -4.6410 1.4950
O 1.6563 -2.8425 0.4210
S 4.2567 -2.1344 1.3211
C 2.6305 -1.0887 -4.7891
C 3.3667 -0.0635 -4.2070
C 3.3872 0.0829 -2.8227
C 2.6930 -0.7852 -1.9790
C 1.9490 -1.7999 -2.5894
C 1.9069 -1.9475 -3.9711
H 2.6265 -1.2217 -5.8662
H 3.9289 0.6221 -4.8350
H 3.9715 0.8928 -2.3971
H 1.4053 -2.5103 -1.9752
H 1.3020 -2.7343 -4.4114
```

## Properties
LUMO, eV: 3.6
E, hartree: -4942.7936
Total charge: -2
Relative energy (zero: lowest compared OMol25 entry of this formula, charge and spin), kJ/mol: 11.1

Löwdin population analysis, charges in e, atoms 1 to 2: 0.8210, -0.0617


2.
Here is a structure of composition C46H37BrF6IrN3O2P2S2 from the Open Molecules 2025 dataset. Energies are from ωB97M-V/def2-TZVPD.

```
100
C46H37BrF6IrN3O2P2S2 | the Open Molecules 2025 dataset | ωB97M-V/def2-TZVPD
Ir 0.3473 0.9400 -0.6134
S -1.7034 0.9463 0.2605
C -2.3118 -0.6300 0.1752
N -3.5978 -0.8677 0.2503
C -4.1162 -2.2212 -0.0088
C -3.2099 -3.2204 0.6376
N -1.8382 -3.0104 0.1424
C -1.0921 -4.2484 -0.1600
C -1.7373 -4.9640 -1.3221
C -2.0335 -6.3170 -1.2271
C -2.6002 -6.9829 -2.3065
C -2.8791 -6.2958 -3.4775
C -2.5900 -4.9401 -3.5737
C -2.0207 -4.2758 -2.4991
C -1.3593 -1.8044 -0.0274
S 0.2609 -1.5040 -0.3492
C -4.5827 0.1073 0.7752
C -4.9038 -0.2279 2.2097
C -3.9292 -0.1151 3.1998
C -4.2325 -0.4349 4.5124
C -5.5111 -0.8687 4.8466
C -6.4818 -0.9846 3.8655
C -6.1762 -0.6705 2.5464
H -4.1618 -2.3791 -1.0891
H -5.1212 -2.2866 0.4001
H -3.5099 -4.2346 0.3839
H -3.2111 -3.1070 1.7249
H -1.1132 -4.8690 0.7374
H -0.0566 -3.9900 -0.3671
H -1.8168 -6.8570 -0.3128
H -2.8250 -8.0378 -2.2288
H -3.3207 -6.8151 -4.3170
H -2.7987 -4.4046 -4.4903
H -1.7798 -3.2211 -2.5889
H -5.4751 0.0301 0.1552
H -4.1778 1.1098 0.6598
H -2.9327 0.2335 2.9480
H -3.4762 -0.3391 5.2800
H -5.7482 -1.1128 5.8730
H -7.4788 -1.3145 4.1229
H -6.9411 -0.7547 1.7829
C 0.5396 2.5933 5.3174
C -0.5049 2.3966 4.4210
C -0.2382 2.2466 3.0719
C 1.0792 2.2979 2.6111
C 2.1245 2.4846 3.5129
C 1.8482 2.6376 4.8652
P 1.3881 2.2961 0.8407
C 3.1720 2.0183 0.6399
C 3.9733 3.0210 0.2731
C 5.4239 2.8761 0.1176
C 6.0383 1.7256 0.3534
C 5.2819 0.5307 0.8106
C 3.7471 0.6641 0.9268
C 1.0070 3.9519 0.2731
C 1.3814 5.1293 0.8724
C 1.0374 6.3486 0.2543
C 0.3410 6.3587 -0.9288
C -0.0824 5.1565 -1.5442
C -0.8111 5.0997 -2.7608
C -1.2037 3.8976 -3.2713
C -0.9140 2.6847 -2.5893
C -0.2059 2.7096 -1.4270
C 0.2402 3.9456 -0.9061
H 0.3304 2.7175 6.3712
H -1.5263 2.3694 4.7765
H -1.0530 2.1093 2.3758
H 3.1501 2.5316 3.1680
H 2.6588 2.7983 5.5628
H 3.5481 3.9932 0.0609
H 5.9870 3.7429 -0.1980
H 7.1060 1.6052 0.2297
H 5.7212 0.1228 1.7202
H 3.3988 0.3086 1.8981
H 1.9381 5.1323 1.8028
H 1.3246 7.2803 0.7215
H 0.0903 7.3010 -1.3997
H -1.0424 6.0197 -3.2817
H -1.7351 3.8560 -4.2123
H -1.2504 1.7460 -3.0216
Br 1.4339 -3.4613 -4.2657
C 2.9181 -3.2384 -3.1375
C 3.9759 -4.1473 -3.1713
N 5.0491 -4.0476 -2.3924
C 5.1269 -3.0187 -1.5651
C 4.1214 -2.0538 -1.4832
C 2.9883 -2.1600 -2.2874
C 4.2820 -0.9484 -0.5744
O 5.4426 -0.5519 -0.1937
O 3.2784 -0.3736 -0.0185
H 3.9568 -4.9809 -3.8634
H 6.0018 -2.9663 -0.9280
H 2.2304 -1.3882 -2.3058
F 2.1206 1.4107 -1.7441
P 2.9029 1.6814 -3.3303
F 1.7680 0.7081 -3.9030
F 3.7953 0.3843 -2.9356
F 3.6222 1.8600 -4.7112
F 3.9551 2.5838 -2.5193
F 1.9643 2.9431 -3.5088
```

## Properties
LUMO, eV: -6.8
E, hartree: -6846.2335
Total charge: +2
Relative energy (zero: lowest compared OMol25 entry of this formula, charge and spin), kJ/mol: 40.8

Löwdin population analysis, charges in e, atoms 1 to 2: 0.7461, 0.8034


3.
Here is a structure of composition C46H37FGeN7O6RbS from the Open Molecules 2025 dataset. Energies are from ωB97M-V/def2-TZVPD.

```
100
C46H37FGeN7O6RbS | the Open Molecules 2025 dataset | ωB97M-V/def2-TZVPD
Rb -2.1341 -0.3579 -0.1887
C -4.2120 3.3138 4.7715
C -2.9844 3.0266 4.1516
C -2.9337 2.1849 3.0486
C -4.1499 1.6719 2.5415
C -5.3420 1.8063 3.2628
C -5.3743 2.6504 4.3484
N -4.2001 1.1397 1.2757
N -5.4196 1.1892 0.8190
C -5.5644 0.9156 -0.4870
C -6.9260 1.1275 -0.9494
C -7.1964 0.9622 -2.2926
C -6.1649 0.5362 -3.1557
C -4.8786 0.4432 -2.6293
N -4.5600 0.5387 -1.3156
H -4.2603 3.9608 5.6304
H -2.0285 3.3980 4.4889
H -2.0256 1.9980 2.4732
H -6.1517 1.1785 2.9441
H -6.3001 2.8823 4.9018
H -7.6687 1.4351 -0.2435
H -8.1728 1.1479 -2.7059
H -6.3005 0.4874 -4.2504
H -4.0541 0.2717 -3.3133
C -0.2594 -8.0697 -0.4684
C 0.5123 -7.1900 -1.4573
C 1.7371 -7.9437 -1.9292
C 2.5170 -7.1551 -2.9535
C 2.5529 -5.6559 -2.7131
C 3.4085 -4.8191 -3.4249
C 3.4946 -3.4688 -3.1238
F 4.3598 -2.7160 -3.8169
C 2.8107 -2.8641 -2.0584
C 1.9421 -3.6968 -1.3087
C 1.2250 -3.1653 -0.1605
O 1.4575 -1.8850 0.2546
C 0.1327 -3.9452 0.3557
C 0.0543 -5.2878 0.0140
N 0.8787 -5.8960 -0.8666
C 1.7644 -5.0797 -1.6456
C -0.7139 -3.2426 1.3125
O -1.9098 -3.1101 1.2055
O -0.1026 -2.6575 2.3473
H -0.3953 -9.0901 -0.8520
H -1.2577 -7.6474 -0.3313
H 0.2278 -8.1408 0.5224
H -0.1828 -7.0328 -2.3038
H 1.4785 -8.9143 -2.3383
H 2.3690 -8.1237 -1.0234
H 2.1598 -7.4189 -3.9406
H 3.5673 -7.5202 -2.8946
H 4.0112 -5.2022 -4.2264
H 2.9863 -1.7928 -1.7778
H -0.6282 -5.9659 0.4737
O -1.1864 8.8535 -1.9536
S -0.6537 9.2094 -3.2464
O -1.3242 8.6005 -4.4027
O -0.3117 10.6115 -3.4823
C 0.7265 8.0336 -3.1839
N 1.9914 8.2849 -3.5786
C 2.8138 7.2781 -3.7001
C 2.4346 5.9887 -3.3529
C 1.1606 5.8626 -2.8267
N 0.3007 6.8712 -2.7924
C 0.5746 4.6003 -2.3292
C -0.6437 4.6416 -1.6184
C -1.1984 3.4434 -1.2286
N -0.6079 2.2618 -1.3802
C 0.5350 2.2075 -2.0831
C 1.1803 3.3645 -2.5313
H 3.8320 7.4946 -4.0641
H 3.0631 5.1412 -3.5887
H -1.1578 5.5965 -1.5643
H -2.0766 3.4270 -0.6132
H 0.9240 1.2089 -2.2785
H 2.0648 3.3082 -3.1858
Ge 1.7170 -1.8461 2.0898
C 1.1719 -0.5365 3.4282
C 0.2744 -0.8965 4.4466
C 0.0548 -0.0514 5.5087
C 0.5882 1.2648 5.4936
C 1.3353 1.7085 4.4103
C 1.5979 0.7958 3.4096
C 3.5380 -0.9204 1.8497
C 4.3976 -0.8706 2.9413
C 5.4768 -0.0525 2.9206
C 5.7571 0.7475 1.8047
C 5.0046 0.5782 0.6263
C 3.9594 -0.3293 0.6662
H 2.4376 -3.1052 2.6563
H -0.1975 -1.8627 4.3533
H -0.5316 -0.3680 6.3822
H 0.3258 1.9732 6.3008
H 1.7218 2.7269 4.2375
H 2.2121 1.1276 2.5847
H 4.2721 -1.4988 3.7971
H 6.1071 0.0821 3.7918
H 6.5718 1.4205 1.8310
H 5.1715 1.0523 -0.3294
H 3.3995 -0.6392 -0.2125
```

## Properties
LUMO, eV: -2.5
E, hartree: -5208.7958
Total charge: 0
Relative energy (zero: lowest compared OMol25 entry of this formula, charge and spin), kJ/mol: 17.2

Löwdin population analysis, charges in e, atoms 1 to 2: 0.8035, -0.0515


4.
Here is a structure of composition C46H37FGeN7O6RbS from the Open Molecules 2025 dataset. Energies are from ωB97M-V/def2-TZVPD.

```
100
C46H37FGeN7O6RbS | the Open Molecules 2025 dataset | ωB97M-V/def2-TZVPD
Rb -0.3929 -1.1598 -2.1352
C 1.8601 -6.8702 -5.2922
C 2.2941 -5.8095 -6.0427
C 1.6288 -4.5569 -5.8583
C 0.5668 -4.3743 -4.9629
C 0.2365 -5.4471 -4.0592
C 0.8526 -6.6761 -4.3203
N -0.1633 -3.2053 -4.9049
N -0.1464 -2.5405 -6.0299
C -0.8877 -1.4057 -6.1077
C -1.0373 -0.9287 -7.4689
C -1.6882 0.2777 -7.6867
C -2.0772 1.0684 -6.5804
C -1.8416 0.5480 -5.2895
N -1.3433 -0.6779 -5.0243
H 2.2664 -7.8650 -5.3991
H 3.1387 -5.8453 -6.7357
H 1.8538 -3.7005 -6.5447
H -0.6013 -5.3651 -3.3446
H 0.5323 -7.5968 -3.7563
H -0.7016 -1.5601 -8.3013
H -1.8756 0.6496 -8.7035
H -2.5695 2.0452 -6.6289
H -2.1694 1.1190 -4.4024
C -5.0352 3.8714 -1.1597
C -4.3706 5.0542 -0.4979
C -5.3288 5.8520 0.3632
C -4.5417 7.0157 0.9626
C -3.2501 6.5579 1.6729
C -2.6758 7.3687 2.5770
C -1.5528 6.8558 3.2592
F -0.9327 7.6899 4.1594
C -1.0162 5.6351 2.9579
C -1.5389 4.7963 1.9687
C -0.9504 3.5528 1.5641
O -0.0112 3.0321 2.3518
C -1.4867 2.9046 0.3941
C -2.4278 3.6289 -0.3672
N -3.1640 4.6475 0.1570
C -2.6871 5.3154 1.2885
C -0.8972 1.6778 -0.1635
O -0.9117 1.3607 -1.3625
O -0.3389 0.7935 0.6894
H -5.9833 4.2415 -1.6714
H -5.3348 3.0731 -0.4900
H -4.4832 3.3718 -1.9505
H -4.0158 5.7613 -1.2495
H -5.8347 5.2600 1.1486
H -6.1574 6.2336 -0.2703
H -5.1884 7.5731 1.7407
H -4.1276 7.7370 0.2219
H -3.1930 8.2445 3.0439
H -0.0765 5.3215 3.4558
H -2.5401 3.4571 -1.4592
O 2.4777 -6.9320 2.7545
S 3.7050 -7.1673 3.4465
O 3.8739 -6.0508 4.4126
O 3.9534 -8.5106 3.9922
C 4.8855 -6.5900 2.1864
N 6.0463 -7.1384 1.8742
C 6.7918 -6.3716 1.0245
C 6.1873 -5.4195 0.2084
C 4.8387 -5.0489 0.5190
N 4.3398 -5.4713 1.6843
C 3.9333 -4.1184 -0.2349
C 2.5734 -4.0622 0.1146
C 1.7223 -3.2380 -0.5887
N 2.1974 -2.4896 -1.6101
C 3.4521 -2.5548 -1.9946
C 4.3904 -3.3098 -1.2725
H 7.8000 -6.7112 0.8371
H 6.6542 -4.9349 -0.6329
H 2.2796 -4.7820 0.8587
H 0.6515 -3.1888 -0.3476
H 3.7863 -1.9743 -2.8569
H 5.4068 -3.3125 -1.6001
Ge 0.1173 1.0722 2.5854
C -1.6815 0.9059 3.3654
C -2.7520 0.5378 2.5661
C -4.0187 0.6596 3.0971
C -4.2278 1.0868 4.3946
C -3.1601 1.4005 5.2022
C -1.8724 1.3569 4.6711
C 1.7790 1.4701 3.6991
C 2.0842 0.6947 4.8655
C 3.2707 0.8769 5.5634
C 4.1255 1.8799 5.1567
C 3.8626 2.6926 4.0726
C 2.6569 2.5327 3.3818
H 0.4002 -0.4598 2.8965
H -2.6237 0.3081 1.5309
H -4.8959 0.5754 2.4605
H -5.2744 1.0749 4.7675
H -3.2403 1.8467 6.2242
H -1.0328 1.8035 5.1781
H 1.3952 -0.0001 5.2598
H 3.4635 0.2706 6.4198
H 5.0578 1.9948 5.7087
H 4.5962 3.4831 3.7350
H 2.3420 3.3050 2.6678
```

## Properties
LUMO, eV: -2.1
E, hartree: -5208.7713
Total charge: 0
Relative energy (zero: lowest compared OMol25 entry of this formula, charge and spin), kJ/mol: 81.3

Löwdin population analysis, charges in e, atoms 1 to 2: 0.8884, -0.0847


5.
Here is a structure of composition C46H37N4O3P2PtS2 from the Open Molecules 2025 dataset. Energies are from ωB97M-V/def2-TZVPD.

```
95
C46H37N4O3P2PtS2 | the Open Molecules 2025 dataset | ωB97M-V/def2-TZVPD
Pt -0.0698 -0.3814 -0.5646
N 2.5034 -7.4581 -2.0135
C 1.6402 -6.5936 -1.3286
C 0.8783 -5.6577 -2.0324
C 0.0584 -4.7739 -1.3581
C -0.0041 -4.8186 0.0296
C 0.7570 -5.7288 0.7420
C 1.5731 -6.6199 0.0631
S -1.0109 -3.6303 0.8604
O -2.2207 -3.4833 0.1088
O -1.0935 -4.0022 2.2510
N -0.1654 -2.2612 0.6522
C 1.0213 -2.0329 1.2354
N 1.5118 -0.8321 0.7840
C 2.6478 -0.3794 1.2785
C 3.3618 -1.1218 2.2068
C 2.8290 -2.3553 2.5485
N 1.6825 -2.8300 2.0783
H 2.2398 -7.6302 -2.9708
H 2.7009 -8.3173 -1.5254
H 0.9370 -5.6237 -3.1143
H -0.5342 -4.0404 -1.8929
H 0.7041 -5.7262 1.8222
H 2.1720 -7.3366 0.6141
H 2.9949 0.5772 0.9007
H 4.2926 -0.7666 2.6221
H 3.3601 -3.0057 3.2374
O -0.7009 3.0584 -0.5512
C 0.6314 3.2848 -0.3852
C 1.1415 4.2355 0.4893
C 2.5162 4.4160 0.5725
C 3.3727 3.6624 -0.2124
C 2.8495 2.7025 -1.0721
C 1.4800 2.4851 -1.1668
P 0.7402 1.0735 -2.0631
C -0.3920 1.5846 -3.2645
C -1.2933 0.4248 -3.5938
C -2.4671 0.8542 -4.4086
C -2.7773 2.1529 -4.6032
C -1.9641 3.2305 -4.1182
C -0.8042 2.9070 -3.4603
C 2.2015 0.3527 -2.9225
C 2.9229 -0.7204 -2.4086
C 4.0343 -1.2109 -3.0798
C 4.4315 -0.6377 -4.2805
C 3.7060 0.4202 -4.8108
C 2.5961 0.9105 -4.1360
C -1.6064 3.5374 0.3678
C -2.0745 4.8389 0.2363
C -3.0109 5.3156 1.1348
C -3.4790 4.4918 2.1538
C -3.0215 3.1901 2.2530
C -2.0823 2.6827 1.3536
P -1.4740 0.9445 1.4287
C -3.0235 0.0460 1.7382
C -4.2011 0.4003 1.0807
C -5.3324 -0.3929 1.1948
C -5.3018 -1.5520 1.9567
C -4.1262 -1.9278 2.5884
C -2.9932 -1.1391 2.4732
C -0.6576 1.0510 3.0733
C 0.6545 1.5274 3.0385
C 1.3870 1.6928 4.2035
C 0.8217 1.3643 5.4281
C -0.4793 0.8847 5.4750
C -1.2169 0.7337 4.3081
H 0.4719 4.8191 1.1059
H 2.9123 5.1554 1.2577
H 4.4433 3.8120 -0.1559
H 3.5206 2.0985 -1.6705
H -0.7520 -0.3854 -4.0960
H -3.1130 0.0769 -4.8027
H -3.6735 2.3895 -5.1703
H -2.2403 4.2602 -4.3020
H -0.1654 3.7033 -3.0840
H 2.5909 -1.1958 -1.4953
H 4.5798 -2.0530 -2.6712
H 5.2935 -1.0269 -4.8090
H 3.9971 0.8586 -5.7577
H 2.0027 1.7198 -4.5472
H -1.7003 5.4469 -0.5773
H -3.3826 6.3280 1.0386
H -4.2114 4.8622 2.8599
H -3.4067 2.5416 3.0309
H -4.2296 1.2838 0.4556
H -6.2353 -0.1114 0.6672
H -6.1834 -2.1766 2.0316
H -4.0676 -2.8574 3.1396
H -2.0739 -1.4765 2.9361
H 1.1005 1.7767 2.0811
H 2.4025 2.0669 4.1520
H 1.3933 1.4780 6.3409
H -0.9278 0.6263 6.4266
H -2.2325 0.3635 4.3634
S -1.8879 -0.4302 -1.9933
```

## Properties
LUMO, eV: 2.3
E, hartree: -3818.3620
Total charge: -1
Relative energy (zero: lowest compared OMol25 entry of this formula, charge and spin), kJ/mol: 0.0

Löwdin population analysis, charges in e, atoms 1 to 2: 0.5844, 0.0798


no.,E_HOMO (eV)
1,-2.11
2,-12.55
3,-6.70
4,-6.42
5,-2.64